C2H5O2S | wB97M-V/def2-TZVPD

Last column: Mulliken charge in e.
CARTESIAN COORDINATES (ANGSTROEM)
O1 1.70 0.39 -1.08  -0.62
C1 0.57 -0.05 -1.14  0.65
O2 0.43 -1.36 -1.61  -0.48
C2 -0.70 0.59 -0.86  -0.58
H1 1.34 -1.69 -1.59  0.30
H2 -1.51 0.17 -1.45  0.26
H3 -0.65 1.67 -0.87  0.27
H4 -0.83 0.28 0.35  -0.05
S1 -0.82 0.29 2.21  -0.76
H5 -1.94 -0.40 2.44  0.00

Total charge: -1
Spin multiplicity: 1
LUMO energy (eV): 3.75

C2H5O2S | wB97M-V/def2-TZVPD

Last column: Mulliken spin population.
CARTESIAN COORDINATES (ANGSTROEM)
C1 2.20 1.26 -0.64  -0.04
S1 1.67 -0.20 0.33  1.00
H1 1.89 1.12 -1.67  0.04
H2 1.76 2.14 -0.16  0.02
H3 3.22 1.41 -0.30  0.00
O1 -2.72 -1.27 0.03  0.00
C2 -2.08 -0.28 -0.29  0.00
O2 -1.21 0.38 0.38  0.01
H4 -2.27 0.20 -1.28  0.00
H5 0.19 0.03 0.39  -0.03

Spin multiplicity: 2
LUMO energy (alpha / beta) (eV): -0.03 / -4.38

C2H5O2S2 | wB97M-V/def2-TZVPD

Last column: Mulliken charge in e.
CARTESIAN COORDINATES (ANGSTROEM)
C1 -0.79 0.12 -0.97  -0.70
S1 -2.32 -0.33 0.18  -0.13
S2 -1.73 0.38 2.12  -0.24
H1 -0.29 -0.86 -1.08  0.26
H2 -1.13 0.69 -1.81  0.34
H3 -0.22 0.95 -0.47  0.29
H4 -0.96 -0.67 2.56  0.16
O1 3.90 0.38 -2.06  -0.69
C2 3.21 -0.42 -1.31  0.06
O2 2.26 -0.07 -0.56  -0.59
H5 3.45 -1.54 -1.42  0.23

Total charge: -1
Spin multiplicity: 1
LUMO energy (eV): 2.70

ΔE to the lowest compared entry with this formula, charge and spin, respectively: 0.6918; 2.0249; 1.3031 eV.
E_tot, respectively: -17086.4482; -17081.9593; -27921.3281 eV.